1.
18
Properties=species:S:1:pos:R:3:lowdin_charge:R:1 method="wB97M-V/def2-TZVPD" relative_energy_kj_mol=0.00 e_homo_ev=-4.107 charge=-1 total_energy_ha=-1216.8784 gap_ev=7.59
C -0.99953 1.27670 0.80257 -0.018
C -0.93115 0.07222 0.14753 -0.153
C 0.24127 -0.60898 -0.35464 -0.143
C -0.52404 -2.13712 -2.10683 -0.420
C -0.78106 -3.63148 -2.40276 -0.575
O 1.31773 -2.45401 -4.15452 -0.527
O 1.16231 -0.17011 -3.16694 -0.558
O -0.13387 -1.96672 -0.83239 -0.050
F -1.87276 -1.55089 -2.29385 -0.081
F -1.39883 -4.40718 -1.48139 0.115
F 0.35292 -4.34846 -2.67105 0.089
F -1.50152 -3.83586 -3.49224 0.139
S 0.44063 -1.31739 -3.77801 0.766
H -1.81040 1.82145 1.42926 0.065
H -0.14684 1.95137 0.96335 0.033
H -1.82225 -0.43582 0.10915 0.070
H 1.01861 -0.69620 0.31006 0.097
H 0.64529 -0.04537 -1.36641 0.150

=====

2.
10
Properties=species:S:1:pos:R:3:lowdin_charge:R:1 method="wB97M-V/def2-TZVPD" smiles="O=CNNC#C[O-]" relative_energy_kj_mol=354.65 e_homo_ev=-2.210 charge=-1 total_energy_ha=-376.0320 gap_ev=6.30
C -0.24871 1.22672 0.02707 -0.177
C -0.41173 2.26786 -0.56368 -0.428
C -0.24958 -1.55521 -0.48821 -0.377
N 0.33295 0.33387 0.90945 -0.086
N 0.47633 -0.99250 0.48964 0.003
O -0.91732 3.29668 -1.03697 -0.155
O -0.30076 -2.77933 -0.62011 -0.083
H -0.72275 -0.79189 -1.21500 0.137
H 1.17871 0.51898 1.32967 0.073
H 0.86286 -1.52518 1.16815 0.093

=====

3.
47
Properties=species:S:1:pos:R:3:lowdin_spin:R:1 method="wB97M-V/def2-TZVPD" relative_energy_kj_mol=528.11 e_homo_ev="-1.095 / -1.052" spin_multiplicity=5 charge=-1 total_energy_ha=-2637.7785 gap_ev="3.13 / 3.09"
Fe -10.36659 6.11557 21.36013 3.594
P -11.91441 4.50262 22.56131 0.007
O -12.07200 5.97623 22.36145 0.137
O -13.28839 4.04433 22.12682 0.011
O -12.10817 4.65359 24.11302 0.017
O -10.59143 4.26641 21.78355 0.096
C -8.60332 3.78945 18.64118 0.000
C -8.03634 5.07761 19.12750 0.005
C -8.11718 6.15072 18.01155 0.000
O -7.52369 7.39102 18.42078 0.000
C -7.38482 8.51849 17.68549 0.000
N -8.51867 5.43457 20.46101 0.019
H -8.59733 2.93814 19.32187 0.000
H -7.75401 3.49413 18.02510 0.000
H -9.49357 3.89247 18.02075 0.000
H -6.96726 4.94455 19.29321 0.002
H -9.09128 6.29671 17.54475 0.000
H -7.70620 5.64304 17.13895 0.000
H -8.34001 8.86512 17.29107 0.000
H -6.96292 8.19764 16.73305 0.000
H -6.96541 9.46555 18.02502 0.000
H -7.85063 6.16966 20.64398 0.000
H -8.20180 4.63808 20.99512 -0.001
C -8.52270 6.12154 23.95827 0.006
O -9.05539 6.76623 22.84641 0.038
C -8.88549 8.22272 22.81962 0.003
C -8.99945 8.76482 21.42711 0.000
N -10.38292 8.26032 21.01781 0.018
C -10.49797 8.46606 19.55161 0.000
C -11.58214 7.49151 19.20484 0.003
O -11.32874 6.15836 19.53547 0.035
C -12.21622 5.23049 18.97724 0.005
H -8.99839 6.56038 24.83534 0.001
H -7.45462 6.05233 24.16448 0.001
H -8.85805 5.08507 23.99553 0.000
H -7.82163 8.34888 23.02058 0.000
H -9.51618 8.79271 23.50187 0.000
H -8.17090 8.45849 20.78853 0.000
H -8.80392 9.83318 21.33496 0.001
H -11.15065 8.82381 21.35421 -0.001
H -9.53218 8.27328 19.08450 0.000
H -10.77008 9.46743 19.21796 0.001
H -11.70443 7.63247 18.13094 0.001
H -12.56679 7.80749 19.54942 0.000
H -12.36350 5.35015 17.90388 0.001
H -13.19066 5.26370 19.46453 0.000
H -11.78479 4.24142 19.13122 0.000

=====

4.
91
Properties=species:S:1:pos:R:3:lowdin_spin:R:1 method="wB97M-V/def2-TZVPD" relative_energy_kj_mol=403.36 e_homo_ev="-7.241 / -7.038" spin_multiplicity=2 total_energy_ha=-7418.6139 gap_ev="5.57 / 5.63"
Mo 0.45476 0.20159 0.31162 1.361
C 6.31555 -0.70482 -2.59203 -0.001
C 4.86777 -1.14948 -2.67759 -0.006
O 4.47705 -1.64190 -1.39949 -0.091
P 2.94342 -1.45715 -0.84563 -0.166
S 0.51344 -1.84041 -0.72572 -0.138
S 2.86871 0.48687 -0.06637 -0.028
O 3.12591 -2.34233 0.47804 -0.009
C 4.23067 -3.21484 0.75134 0.000
C 4.21298 -4.45833 -0.12253 -0.001
H 6.68106 -0.42674 -3.57818 0.000
H 6.92262 -1.52119 -2.20647 0.000
H 6.40738 0.14567 -1.91928 0.000
H 4.75503 -1.95596 -3.40878 -0.001
H 4.22115 -0.31741 -2.97643 -0.003
H 4.08927 -3.48764 1.79440 0.000
H 5.16723 -2.66783 0.63500 0.000
H 3.18782 -4.81293 -0.21870 0.000
H 4.81801 -5.24034 0.33454 0.000
H 4.60472 -4.23611 -1.11256 0.000
C 3.53605 7.48448 3.55496 0.000
C 2.83253 6.18461 3.29218 0.001
C 3.16158 5.42275 2.17391 0.000
C 2.51821 4.22319 1.92456 0.001
C 1.53178 3.80188 2.80054 0.000
C 1.19272 4.52997 3.92602 0.001
C 1.84722 5.72618 4.16466 0.000
S 0.74495 2.26352 2.43570 0.009
O -0.51434 2.15466 3.10990 0.003
O 1.74368 1.23590 2.66877 0.029
N 0.46708 2.21305 0.85110 0.027
C -0.60875 2.96946 0.39285 0.000
C -0.79944 4.32710 0.56719 0.006
C -1.93049 4.94319 0.01798 -0.003
C -2.84090 4.23273 -0.72333 0.006
C -2.68966 2.84414 -0.90211 0.000
C -3.56434 2.03077 -1.65043 0.016
C -3.32239 0.67774 -1.70172 -0.002
C -2.25655 0.12202 -1.00397 0.015
N -1.36720 0.85702 -0.32695 0.002
C -1.58059 2.21300 -0.29636 0.007
H 4.18163 7.75149 2.72135 0.000
H 4.14745 7.40415 4.45404 0.000
H 2.81350 8.28401 3.71368 0.000
H 3.93028 5.77092 1.49777 0.000
H 2.74952 3.61854 1.05643 0.000
H 0.42807 4.14856 4.58627 0.000
H 1.59864 6.31071 5.04005 0.000
H -0.07014 4.90280 1.11600 0.000
H -2.07779 6.00352 0.17105 0.000
H -3.69927 4.71987 -1.16492 0.000
H -4.40766 2.47747 -2.15857 0.001
H -3.95890 0.01883 -2.27442 0.000
H -2.09037 -0.94713 -0.98395 -0.004
C 3.75972 -2.68729 4.29265 0.000
C 3.12702 -1.33276 3.99555 0.000
C 3.84528 -0.22708 4.75388 0.000
O 1.76018 -1.47342 4.40274 0.002
P 0.48897 -0.51060 4.34376 0.007
S 0.66448 0.95560 5.69112 0.009
S -0.24812 -0.84256 2.33622 -0.042
O -0.56862 -1.42978 5.09577 -0.002
C -0.80883 -2.82746 4.86711 0.000
C -2.31148 -3.03132 4.78297 0.000
C -0.19279 -3.60336 6.02118 0.000
H 4.74542 -2.75381 3.83612 0.000
H 3.12442 -3.48570 3.91166 0.000
H 3.86274 -2.81720 5.36950 0.000
H 3.14584 -1.12200 2.91962 0.000
H 3.77025 -0.40714 5.82574 0.000
H 3.39763 0.73560 4.52817 0.000
H 4.89504 -0.20509 4.45967 0.000
H -0.33598 -3.12567 3.92609 0.000
H -2.77655 -2.72492 5.71900 0.000
H -2.53150 -4.08144 4.59690 0.000
H -2.72256 -2.42869 3.97509 0.000
H -0.66276 -3.30935 6.95913 0.000
H 0.87119 -3.38392 6.07879 0.000
H -0.33210 -4.67275 5.86731 0.000
Br -0.00938 -1.22679 -4.57697 0.002
C -0.51697 0.53195 -5.05716 0.000
C -1.28236 0.71238 -6.20146 0.000
C -1.66761 1.98666 -6.58139 0.000
C -1.29732 3.07773 -5.81029 0.000
C -0.53097 2.89719 -4.67127 0.000
C -0.12317 1.62537 -4.29344 0.000
I 1.13806 1.36269 -2.56133 -0.007
H -1.54264 -0.15182 -6.79475 0.000
H -2.24977 2.12118 -7.48214 0.000
H -1.57526 4.07662 -6.11430 0.000
H -0.22496 3.74657 -4.07648 0.000

=====

5.
123
Properties=species:S:1:pos:R:3:lowdin_charge:R:1 method="wB97M-V/def2-TZVPD" smiles="COCCCC1=C(OB(O)O)C(=O)OC1=O.COCCNCCOC.COCCNCCOC.COCCNCCOC.COCCNCCOC" e_homo_ev=-8.720 total_energy_ha=-2634.2851 gap_ev=8.58
C 1.70639 6.48846 -0.00212 -0.097
O 1.24798 5.43768 -0.82284 -0.180
C 0.69830 4.33029 -0.13423 -0.214
C 1.35914 3.04173 -0.60320 -0.138
C 2.88650 3.12385 -0.65671 -0.089
C 3.54458 3.48686 0.62605 -0.043
C 3.28252 3.11854 1.88099 -0.109
O 2.32368 2.25078 2.23092 0.210
B 1.32885 2.37452 3.20521 -0.787
O 0.02136 2.18733 2.79898 0.179
O 1.62409 2.64029 4.49844 0.232
C 4.28591 3.74303 2.80372 -0.347
O 4.27561 3.90307 3.97457 0.208
O 5.28763 4.24636 1.98796 0.144
C 4.74167 4.35888 0.71352 -0.390
O 5.19554 5.10144 -0.09250 0.183
H 2.31960 7.14148 -0.62151 0.094
H 2.32306 6.11466 0.82505 0.081
H 0.87339 7.06756 0.41590 0.090
H 0.81419 4.45404 0.95074 0.116
H -0.37799 4.28410 -0.33792 0.127
H 1.00696 2.79670 -1.60912 0.110
H 1.04448 2.22790 0.05562 0.099
H 3.18886 3.84683 -1.41625 0.132
H 3.27064 2.14913 -0.97669 0.108
H -0.11415 1.30757 2.42232 0.076
H 0.83638 2.56624 5.04639 0.119
C -0.75602 -1.33252 3.55408 -0.090
O -0.83878 -0.93464 2.19523 -0.200
C 0.37969 -1.06249 1.46936 -0.212
C 0.28357 -2.10773 0.38262 -0.210
N 0.19595 -3.44006 0.95830 -0.047
C -0.06770 -4.50254 -0.00407 -0.198
C -1.40626 -4.47770 -0.73220 -0.223
O -2.51989 -4.68527 0.11598 -0.176
C -3.08100 -3.52219 0.69014 -0.101
H -1.71630 -1.09962 4.01210 0.078
H -0.55571 -2.40368 3.65727 0.087
H 0.03265 -0.78168 4.07973 0.089
H 1.21026 -1.29247 2.14433 0.133
H 0.57914 -0.09112 1.00073 0.110
H 1.17786 -2.04747 -0.24495 0.127
H -0.58268 -1.85367 -0.24595 0.104
H -0.53299 -3.44537 1.66146 0.078
H 0.00576 -5.45497 0.52595 0.119
H 0.73024 -4.49391 -0.75432 0.118
H -1.40871 -5.30356 -1.44792 0.122
H -1.54323 -3.55355 -1.30775 0.103
H -2.98465 -2.66048 0.02214 0.085
H -2.62584 -3.26540 1.65160 0.072
H -4.13988 -3.71794 0.85743 0.088
C 7.39091 -3.03478 -3.43261 -0.120
O 7.28392 -1.85780 -4.20409 -0.198
C 6.58290 -2.01990 -5.43105 -0.219
C 5.31577 -1.19527 -5.42952 -0.219
N 4.35985 -1.72131 -4.46815 -0.047
C 3.17652 -0.89363 -4.27281 -0.200
C 3.35818 0.48984 -3.66833 -0.211
O 3.79072 0.46636 -2.31751 -0.211
C 5.19005 0.43421 -2.11211 -0.091
H 8.00232 -2.79439 -2.56469 0.088
H 6.41438 -3.39660 -3.09133 0.083
H 7.87870 -3.83831 -3.99436 0.087
H 6.34701 -3.07573 -5.59629 0.122
H 7.23331 -1.68225 -6.24274 0.121
H 4.86862 -1.22895 -6.42799 0.124
H 5.59949 -0.15144 -5.23019 0.110
H 4.83036 -1.84283 -3.57923 0.077
H 2.48970 -1.44541 -3.62563 0.117
H 2.66700 -0.77234 -5.23366 0.113
H 2.37514 0.96722 -3.66484 0.109
H 4.02279 1.12632 -4.26506 0.117
H 5.72286 0.95718 -2.91126 0.094
H 5.57862 -0.58575 -2.04250 0.076
H 5.39680 0.93893 -1.16665 0.083
C -2.70403 -2.75698 -7.77666 -0.118
O -3.25293 -1.52969 -7.34560 -0.198
C -4.09307 -1.63019 -6.20254 -0.218
C -3.49679 -0.87078 -5.03906 -0.218
N -2.27978 -1.51690 -4.57371 -0.047
C -1.54037 -0.77368 -3.56383 -0.206
C -0.94224 0.56866 -3.96678 -0.215
O 0.08607 0.46622 -4.93447 -0.200
C -0.32654 0.50757 -6.28688 -0.092
H -2.14581 -2.55518 -8.68906 0.088
H -2.02629 -3.19171 -7.03336 0.083
H -3.48730 -3.48917 -7.99858 0.088
H -4.24221 -2.68007 -5.93237 0.122
H -5.06589 -1.19910 -6.45453 0.122
H -4.22216 -0.84952 -4.21979 0.125
H -3.33741 0.16693 -5.36642 0.109
H -1.67646 -1.68533 -5.36974 0.079
H -0.72209 -1.40992 -3.21587 0.111
H -2.20051 -0.60715 -2.70528 0.117
H -0.47904 1.00205 -3.07534 0.112
H -1.70580 1.27808 -4.30806 0.114
H -1.21401 1.13413 -6.41445 0.090
H -0.54308 -0.48651 -6.68874 0.075
H 0.49127 0.93762 -6.86522 0.089
C -5.67356 -1.35834 9.50942 -0.119
O -6.22524 -0.25026 8.83053 -0.198
C -5.73474 1.01108 9.26762 -0.218
C -4.98349 1.70220 8.15234 -0.218
N -3.75142 0.99258 7.84558 -0.050
C -3.03812 1.48484 6.67602 -0.204
C -3.71668 1.34530 5.31900 -0.219
O -3.88318 0.00233 4.90193 -0.196
C -5.07786 -0.63293 5.31453 -0.095
H -6.17793 -2.24712 9.13461 0.088
H -4.59675 -1.45855 9.33243 0.083
H -5.83995 -1.28893 10.58938 0.088
H -5.08565 0.88448 10.13943 0.122
H -6.58920 1.62647 9.56244 0.122
H -4.73633 2.72031 8.46861 0.124
H -5.66361 1.77925 7.29160 0.109
H -3.96565 0.01126 7.71525 0.078
H -2.08219 0.95603 6.62452 0.115
H -2.80738 2.54414 6.83394 0.119
H -3.06881 1.81568 4.57417 0.119
H -4.67980 1.86852 5.28308 0.112
H -5.90162 0.08202 5.39646 0.090
H -4.96926 -1.14739 6.27377 0.074
H -5.33163 -1.37496 4.55766 0.087